1.
Below is a structure of composition C15H40AsF6O15S5 at a distorted geometry, with properties calculated with wB97M-V/def2-TZVPD.

E_LUMO: 2.0 eV
relative energy (zero: lowest compared OMol25 entry of this formula, charge and spin): 4.733 eV
net charge: -1
energy: -6550.0879 Ha
HOMO: -8.7642 eV
molar mass: 809.72 g mol⁻¹

```
82
Properties=species:S:1:pos:R:3:forces:R:3
As 0.3734 0.5610 0.4615 1.5 -0.4 0.1
F -0.7000 1.8976 0.1917 0.3 -0.3 0.0
F -0.9918 -0.2338 1.3571 1.7 0.6 -0.4
F 1.5170 -0.8738 0.6940 -1.5 1.6 0.2
F 1.6482 1.3349 -0.5300 -0.9 -0.6 0.6
F 1.0982 1.4113 1.8904 -1.2 -1.4 -1.3
F -0.1870 -0.2778 -0.9994 0.1 0.5 0.7
O -2.0311 -5.6646 0.8665 -0.3 2.0 -2.5
S -2.1869 -4.7223 -0.2640 0.7 0.3 0.0
O -1.9340 -5.1130 -1.6624 -0.5 0.4 2.6
O -3.7235 -4.1985 -0.1309 0.5 -1.5 1.6
C -4.2554 -3.2930 -1.0284 -1.4 -0.1 -2.6
C -5.7277 -2.9125 -0.7750 1.1 0.8 1.2
C -1.2875 -3.0862 0.0649 -0.6 -1.7 0.2
H -4.4969 -3.8005 -1.9623 1.6 -0.1 -0.6
H -3.5648 -2.4637 -1.1811 -0.3 0.2 0.0
H -5.8633 -2.9595 0.3056 -0.7 0.2 0.0
H -6.4359 -3.5101 -1.3490 0.2 -0.2 0.4
H -5.8138 -1.8856 -1.1300 -0.3 0.1 0.2
H -1.7364 -2.5760 0.9171 -0.2 -0.3 -0.1
H -1.3515 -2.4703 -0.8321 0.3 -0.3 0.1
H -0.2836 -3.4039 0.3470 0.0 0.2 -0.4
O -5.1898 4.9275 -2.5697 -0.6 0.3 -1.2
S -4.6121 6.1555 -3.0392 2.5 0.5 2.6
O -5.3140 7.4095 -2.9556 -0.1 -0.8 -0.6
O -3.2660 6.3186 -2.0717 0.5 -0.1 -2.8
C -3.3607 6.1640 -0.6856 -1.0 -0.7 2.0
C -2.2922 5.3096 0.0980 0.2 0.9 -0.5
C -3.7180 6.0417 -4.6144 -0.9 -0.3 0.5
H -4.3453 5.7357 -0.4976 0.0 -0.2 0.3
H -3.4167 7.1782 -0.2903 0.3 0.0 0.3
H -1.4131 5.9121 0.3267 0.2 0.1 -0.5
H -1.9484 4.3720 -0.3389 -0.3 0.1 -0.4
H -2.6184 5.0624 1.1082 -0.7 0.0 -0.2
H -3.1805 5.0948 -4.6646 0.1 0.2 0.2
H -3.0805 6.9185 -4.7280 -0.1 -0.2 0.2
H -4.5141 6.0235 -5.3587 0.1 0.2 -0.1
O -3.4442 2.8793 4.8404 -0.2 -1.6 -2.2
S -3.7901 1.7787 3.9329 1.3 0.0 0.3
O -5.0992 1.1864 4.0960 0.6 0.5 -0.5
O -3.5374 2.2461 2.3230 -0.9 0.0 2.9
C -4.0756 1.3209 1.3835 0.7 -0.8 -2.4
C -4.4536 2.0702 0.0638 0.5 -0.3 1.8
C -2.5880 0.3218 4.1164 -1.3 1.2 -0.8
H -4.9365 0.7365 1.7082 0.0 0.4 0.5
H -3.2648 0.6322 1.1462 0.0 -0.3 0.1
H -4.9679 2.9317 0.4896 -0.4 0.2 -0.9
H -5.0656 1.4038 -0.5441 -0.2 0.3 0.1
H -3.5780 2.3669 -0.5136 0.0 0.1 0.2
H -2.6270 0.1768 5.1960 0.4 -0.3 -0.2
H -1.6245 0.4377 3.6201 0.1 0.7 0.6
H -3.0577 -0.4676 3.5296 -0.3 -0.1 0.5
O 5.9021 2.1168 2.0761 0.8 0.1 0.2
S 6.3702 1.2162 1.0744 -0.8 -0.8 -2.2
O 7.5164 1.5334 0.1813 -2.2 -0.9 2.2
O 6.5521 -0.2742 1.7893 -0.2 3.1 0.0
C 7.7410 -0.9388 1.5388 1.3 -2.9 -2.0
C 8.1621 -1.6855 2.7678 -0.2 0.9 0.6
C 4.8677 0.7749 0.0851 1.3 0.3 -0.2
H 8.5968 -0.4080 1.1218 -0.5 0.8 0.1
H 7.4529 -1.6517 0.7662 0.3 -0.3 -0.4
H 8.9714 -2.4135 2.7115 -0.1 0.1 -0.6
H 7.2524 -2.1556 3.1414 0.3 0.0 0.6
H 8.5256 -0.8507 3.3669 -0.2 -0.4 1.0
H 4.1379 0.2385 0.6914 0.2 0.3 0.2
H 5.1837 0.1600 -0.7577 0.1 -0.1 0.1
H 4.4716 1.7008 -0.3320 -0.1 0.0 0.3
O 1.8745 -4.1106 -3.7214 1.2 0.1 4.0
S 2.2500 -3.8572 -2.2922 -0.6 1.0 -1.7
O 1.4072 -4.2489 -1.1574 1.5 -0.1 -1.9
O 3.7928 -4.4590 -2.1092 -0.5 0.9 0.7
C 4.4884 -4.1826 -0.8241 -1.4 -0.6 1.1
C 5.3034 -5.3711 -0.4260 1.3 -0.7 -2.1
C 2.4889 -2.0607 -2.0575 -0.4 -0.4 0.4
H 3.7527 -4.1037 -0.0237 -0.5 0.5 -0.3
H 5.1309 -3.3030 -0.7848 -0.4 0.3 -0.8
H 6.1159 -5.4071 -1.1517 0.6 0.0 0.0
H 4.8098 -6.3038 -0.6990 -0.4 0.0 0.9
H 5.7909 -5.3169 0.5474 -0.6 0.0 0.1
H 1.5500 -1.5376 -2.2389 -0.3 -0.5 -0.2
H 3.2432 -1.5565 -2.6615 0.2 -0.6 0.0
H 2.6118 -1.9483 -0.9803 0.4 0.1 -0.1
```
Forces are in eV/Å.



2.
Below is an isolated molecule of C3H5N3 at a distorted geometry, with properties calculated with wB97M-V/def2-TZVPD.

E_LUMO (spin up / spin down): -0.3 / -0.3 eV
relative energy (zero: lowest compared OMol25 entry of this formula, charge and spin): 4.813 eV
net charge: 0
energy: -281.4132 Ha
HOMO (spin up / spin down): -8.3604 / -8.3612 eV
molar mass: 83.09 g mol⁻¹

```
11
Properties=species:S:1:pos:R:3:forces:R:3
C 1.3706 -1.0071 0.3244 -0.1 0.0 -0.1
C 0.2576 0.0266 0.3673 0.2 0.0 0.4
C -0.6574 0.2153 -0.6929 0.0 -0.2 -0.3
N -1.5534 1.1965 -0.4055 0.8 -0.5 0.4
N -1.5289 1.8317 0.6812 2.0 -1.4 0.6
N 0.1989 0.7229 1.4322 -3.0 2.0 -1.2
H 2.0188 -0.7481 -0.5145 0.0 -0.3 0.0
H 0.8956 -1.9800 0.1889 0.3 0.0 -0.2
H 1.9853 -1.0499 1.2323 -0.4 0.3 -0.2
H -0.6913 -0.3177 -1.6231 -0.1 0.0 -0.2
H -2.2608 1.3842 -1.1459 0.3 0.2 0.8
```
Forces are in eV/Å.



3.
Below is a cluster of 2 separate species, CH3ClNO2S in total at a distorted geometry, with properties calculated with wB97M-V/def2-TZVPD.

E_LUMO (spin up / spin down): 3.3 / 3.3 eV
relative energy (zero: lowest compared OMol25 entry of this formula, charge and spin): 5.411 eV
net charge: -1
energy: -1103.3776 Ha
HOMO (spin up / spin down): -3.7503 / -3.8249 eV
molar mass: 128.56 g mol⁻¹

```
9
Properties=species:S:1:pos:R:3:forces:R:3
C 1.0896 -0.1791 -0.0126 0.7 0.2 -0.3
N -0.2458 -0.5291 0.3632 -0.4 -0.8 0.8
O -2.6565 0.2466 0.3131 -0.5 -0.1 0.4
O -0.4368 2.5106 0.0386 -1.3 -3.6 -0.7
S -1.4210 0.4277 -0.4361 1.3 3.6 -0.3
Cl -0.5712 -2.2803 0.0253 0.2 0.7 0.0
H 1.8010 -0.6704 0.6554 0.0 0.0 0.0
H 1.3331 -0.4379 -1.0529 0.0 0.0 0.1
H 1.1076 0.9119 0.1059 0.1 0.0 0.0
```
Forces are in eV/Å.



4.
Below is a structure of composition C5H4O2Sn at a distorted geometry, with properties calculated with wB97M-V/def2-TZVPD.

multiplicity: 2
E_LUMO (spin up / spin down): -6.5 / -6.6 eV
expectation value of S²: 0.77
net charge: +1
energy: -557.2457 Ha
HOMO (spin up / spin down): -12.9383 / -14.2023 eV
molar mass: 214.80 g mol⁻¹

```
12
Properties=species:S:1:pos:R:3:forces:R:3
O 2.6185 1.0872 0.2745 -2.9 -1.0 -0.3
C 1.5531 0.5290 0.2613 2.0 1.9 -1.1
C 1.1905 -0.6656 1.0120 -2.0 -1.1 0.1
C -0.0798 -1.1062 0.9650 2.0 1.1 -0.1
C -1.2291 -0.5395 0.3160 -0.9 1.2 -2.1
H 1.9812 -1.1337 1.6023 -0.2 0.2 -0.3
H -1.8035 0.1019 1.0030 0.2 -0.2 -0.1
H -1.9226 -1.2581 -0.1417 0.2 0.0 0.3
C -0.6706 0.3828 -1.0591 2.0 -4.8 3.1
O 0.4621 1.1355 -0.6875 1.2 0.1 1.2
Sn -1.7620 1.8726 -1.7860 -1.2 2.4 -0.8
H -0.3380 -0.4059 -1.7597 -0.4 0.1 0.1
```
Forces are in eV/Å.



5.
Below is an isolated molecule of F3HN2 at a distorted geometry, with properties calculated with wB97M-V/def2-TZVPD.

E_LUMO: 0.3 eV
relative energy (zero: lowest compared OMol25 entry of this formula, charge and spin): 2.809 eV
net charge: 0
energy: -409.4449 Ha
HOMO: -10.8829 eV
molar mass: 86.02 g mol⁻¹
SMILES: FNN(F)F

```
6
Properties=species:S:1:pos:R:3:forces:R:3
F -0.6879 1.6983 0.4169 0.3 -1.3 -0.6
N 0.0338 0.6496 -0.1089 1.3 -1.7 -1.5
N -0.4340 -0.5823 -0.0001 -1.9 1.7 3.2
F 0.2322 -1.2016 1.2833 -0.1 0.3 -1.8
F -0.0553 -1.4131 -0.9848 1.0 0.5 -0.1
H 0.9111 0.8492 -0.6063 -0.6 0.5 0.7
```
Forces are in eV/Å.



6.
Below is a structure of composition C28H64Br2CoN10O2PS2, with properties calculated with wB97M-V/def2-TZVPD.

multiplicity: 2
E_LUMO (spin up / spin down): -2.8 / -1.7 eV
expectation value of S²: 0.78
relative energy (zero: lowest compared OMol25 entry of this formula, charge and spin): 0.840 eV
net charge: +1
energy: -9471.6955 Ha
HOMO (spin up / spin down): -9.6028 / -9.6164 eV
molar mass: 886.74 g mol⁻¹

```
110
Properties=species:S:1:pos:R:3:forces:R:3
Co 0.3025 0.4524 -0.2830 -0.9 -0.1 -0.2
C 2.7526 -3.5754 -3.7768 0.0 0.0 0.0
N 2.1496 -2.3247 -3.3624 0.1 0.1 -0.1
C 1.3811 -1.6280 -4.3700 0.0 -0.1 0.1
C 2.2391 -1.8283 -2.0786 -0.2 0.1 -0.1
N 1.1761 -1.3690 -1.4603 0.3 0.3 -0.1
C -0.0692 -2.0090 -1.8517 0.0 0.0 0.2
C -0.9301 -2.1558 -0.6061 0.2 0.0 -0.3
N -1.3906 -0.8356 -0.1552 0.7 0.1 0.0
C -1.8107 -0.8419 1.2507 0.0 0.4 0.4
C -2.3380 0.5308 1.6550 -0.1 -0.1 0.0
N -1.4094 1.6135 1.3538 0.3 0.1 0.2
C -1.7407 2.7817 1.8066 -0.1 -0.1 0.0
N -0.7922 3.7853 1.9390 0.1 0.1 0.0
C 0.2603 3.6590 2.9354 0.0 -0.1 -0.1
C -1.1555 5.1633 1.6570 0.1 -0.1 0.0
N -3.0197 3.1365 2.1756 -0.1 0.1 0.1
C -3.2582 3.9346 3.3671 0.0 0.0 0.0
C -4.2192 2.7579 1.4570 0.0 0.0 0.0
C -2.4676 -0.3497 -1.0315 -0.1 0.2 -0.3
C -2.2060 1.0791 -1.4748 -0.3 0.1 -0.1
N -0.8633 1.2329 -2.0231 0.3 -0.4 0.9
C -0.7375 1.5831 -3.2677 0.1 -0.1 -0.2
N -1.7074 1.3963 -4.2152 0.0 0.0 -0.2
C -1.9736 2.4051 -5.2265 0.0 0.0 0.0
C -2.5538 0.2245 -4.3072 0.0 0.0 0.0
N 0.4261 2.1733 -3.7217 0.0 0.0 0.0
C 0.9505 1.8408 -5.0337 0.0 0.1 0.0
C 0.7852 3.5086 -3.2754 0.0 0.1 0.0
N 3.4724 -1.8668 -1.5154 0.0 0.0 0.0
C 3.6709 -2.1513 -0.1080 0.0 -0.2 0.1
C 4.6916 -1.8894 -2.3002 0.0 0.1 -0.1
H 1.9765 -4.2407 -4.1674 0.0 0.0 0.0
H 3.5001 -3.4329 -4.5631 0.0 0.0 0.0
H 3.2220 -4.0664 -2.9287 0.0 0.0 0.0
H 1.9786 -1.5414 -5.2819 0.0 0.0 0.0
H 0.4509 -2.1513 -4.6211 0.0 0.0 0.0
H 1.1485 -0.6279 -4.0065 0.0 -0.1 0.0
H -0.6084 -1.4222 -2.6044 0.0 -0.1 0.0
H 0.1100 -3.0055 -2.2662 -0.1 0.0 -0.1
H -1.7839 -2.8154 -0.8083 -0.1 0.0 0.1
H -0.3245 -2.6043 0.1815 0.1 0.3 -0.2
H -2.6104 -1.5778 1.4130 0.0 0.0 -0.1
H -0.9560 -1.1208 1.8625 -0.1 0.0 -0.1
H -3.2911 0.6810 1.1393 0.1 -0.2 0.2
H -2.5662 0.5005 2.7265 0.0 0.0 0.0
H 0.4422 2.6128 3.1543 0.1 -0.2 -0.1
H 1.1832 4.1126 2.5719 0.0 0.0 0.0
H -0.0276 4.1753 3.8620 0.0 0.0 0.0
H -2.0523 5.2029 1.0419 0.0 0.0 0.0
H -1.3264 5.7462 2.5689 0.0 0.0 0.0
H -0.3358 5.6353 1.1090 0.0 0.0 0.0
H -2.3333 4.0875 3.9172 0.0 0.0 0.0
H -3.6945 4.9076 3.1217 0.0 0.0 0.0
H -3.9571 3.4043 4.0195 0.0 0.0 0.0
H -3.9891 2.5445 0.4139 0.0 0.0 0.0
H -4.7270 1.8964 1.9028 0.0 0.0 0.0
H -4.9127 3.6006 1.4828 0.0 0.0 -0.1
H -2.5270 -0.9995 -1.9028 -0.1 0.0 0.2
H -3.4349 -0.3948 -0.5237 0.0 -0.2 0.0
H -2.9922 1.3944 -2.1661 0.1 0.0 0.0
H -2.2454 1.7265 -0.5963 -0.1 -0.1 -0.3
H -1.3116 3.2585 -5.1112 0.0 0.0 0.0
H -1.8575 1.9953 -6.2333 0.0 0.0 0.0
H -3.0025 2.7612 -5.1222 0.0 0.0 0.0
H -2.1592 -0.5702 -3.6790 0.0 0.1 -0.1
H -3.5909 0.4311 -4.0252 0.0 0.0 0.0
H -2.5561 -0.1256 -5.3424 0.0 0.0 0.0
H 0.5031 0.9205 -5.4030 0.0 0.0 0.0
H 0.7749 2.6371 -5.7656 0.0 0.0 0.0
H 2.0304 1.6974 -4.9496 0.0 0.0 -0.1
H 0.2223 3.7658 -2.3832 0.0 0.0 0.0
H 1.8515 3.5759 -3.0613 -0.1 0.0 0.0
H 0.5587 4.2421 -4.0611 -0.1 0.0 0.0
H 4.2898 -1.3961 0.3779 -0.1 0.0 0.0
H 2.7142 -2.1828 0.3930 0.0 0.1 0.1
H 4.1730 -3.1185 0.0086 0.0 0.0 -0.1
H 4.4999 -1.5545 -3.3154 0.0 0.0 0.0
H 5.4175 -1.2088 -1.8513 0.0 0.0 0.0
H 5.1421 -2.8858 -2.3239 0.0 0.0 0.0
Br 3.7233 1.6067 -2.4913 0.2 -0.2 -0.1
C 3.4967 1.8982 -0.6140 -0.1 0.1 0.0
Br 1.7285 2.5976 -0.2282 0.1 -0.2 0.2
H 4.2227 2.6368 -0.2998 -0.1 0.0 0.1
H 3.5883 0.9606 -0.0753 -0.1 0.0 0.0
C -1.0400 -0.9191 5.5290 0.1 0.1 -0.1
C 0.4691 -0.7536 5.6002 -0.1 -0.1 0.0
C 1.1511 -1.9499 6.2384 0.1 0.1 -0.2
O 0.9358 -0.4292 4.2559 0.0 -0.1 0.2
P 1.6067 -1.3534 3.1455 0.4 -0.2 0.2
S 3.4401 -1.9715 3.4662 -0.8 0.1 0.0
S 1.6177 -0.0839 1.5687 0.0 0.4 -0.5
O 0.4721 -2.5001 3.0029 0.2 0.0 0.2
C 0.6596 -3.8335 2.4692 -0.1 -0.2 -0.1
C -0.7189 -4.3153 2.0483 0.0 0.1 0.0
C 1.2567 -4.7954 3.4859 0.0 0.3 0.0
H -1.4379 -1.1648 6.5136 0.0 0.0 0.0
H -1.2864 -1.7214 4.8323 0.0 0.0 0.0
H -1.5061 0.0034 5.1773 0.0 0.0 0.0
H 0.7133 0.1433 6.1725 0.0 0.0 0.0
H 0.8647 -2.8719 5.7342 0.0 -0.1 0.0
H 0.8507 -2.0137 7.2846 0.0 0.0 0.0
H 2.2322 -1.8517 6.1876 0.1 0.0 0.0
H 1.3133 -3.7641 1.5918 0.1 0.0 0.1
H -1.3965 -4.2719 2.9020 0.0 -0.1 0.0
H -0.6469 -5.3494 1.7122 -0.1 0.0 0.0
H -1.1389 -3.7107 1.2443 0.0 -0.3 0.3
H 0.5616 -4.9461 4.3141 0.0 0.0 0.0
H 2.2003 -4.4208 3.8675 0.1 0.0 0.1
H 1.4360 -5.7593 3.0074 0.0 0.0 0.0
```
Forces are in eV/Å.



7.
Below is an isolated molecule of C4H6O2 at a distorted geometry, with properties calculated with wB97M-V/def2-TZVPD.

E_LUMO: 0.3 eV
relative energy (zero: lowest compared OMol25 entry of this formula, charge and spin): 3.663 eV
net charge: 0
energy: -306.3717 Ha
HOMO: -9.9888 eV
molar mass: 86.09 g mol⁻¹
SMILES: O=C/C=C\CO

```
12
Properties=species:S:1:pos:R:3:forces:R:3
O -1.3766 0.7151 -0.7480 -0.4 -2.3 -5.2
C -0.8389 0.0736 -1.7076 1.0 3.1 2.1
C 0.7066 -0.1270 -1.4395 -1.9 -0.9 0.1
C 0.7766 -0.1188 -0.0925 1.7 -0.3 2.9
C -0.2261 0.2697 1.1529 4.0 0.2 -0.9
O 0.4711 0.0270 2.4718 -0.9 1.3 -3.0
H -1.3724 -0.1881 -2.6753 0.4 0.0 1.2
H 1.5882 -0.4795 -2.1151 -2.1 0.7 1.2
H 1.6952 -0.4646 0.4260 -0.1 0.4 -0.7
H -0.4442 1.3271 0.9751 0.2 -0.3 1.0
H -1.0820 -0.2838 0.9017 -1.4 -0.9 0.9
H 0.1025 -0.7508 2.8505 -0.5 -1.0 0.4
```
Forces are in eV/Å.